Below is a 2-piece molecular cluster, C2H4IN2 overall at a distorted geometry, with properties calculated with ωB97M-V with the def2-TZVPD basis set.

The geometry in XYZ format:
```
9
Properties=species:S:1:pos:R:3:forces:R:3:mulliken_charge:R:1
C -0.658768 1.279155 0.217844 -0.0718 -3.8160 -1.9685 -0.057
C -1.300031 -1.131122 0.116819 -0.8878 -5.6031 -0.0847 0.403
N -1.093052 0.043003 0.309785 0.7100 4.6747 0.5977 -0.057
N -1.630332 -2.296667 0.170446 0.6839 2.6152 -0.3287 -0.245
I 4.028713 0.398831 -0.074539 0.5311 -0.9198 0.4719 -0.035
H 0.099602 1.352256 -0.654574 -1.0914 0.9270 1.8219 0.276
H -1.153903 1.999203 0.872108 0.6168 0.2328 -0.2225 0.320
H 3.178780 1.558575 -0.663476 -0.5749 0.9488 -0.4871 0.045
H -1.471007 -3.203230 -0.294410 0.0842 0.9403 0.1999 0.349
```
Forces are in eV/Å.

As for the HOMO-LUMO gap: 5.8 eV. As for the molar mass: 183.0 g/mol. Its charge is +1. The strongest force on any atom is 5.67 eV/Å. Its spin multiplicity is 1.

=====

Below is a 2-piece molecular cluster, C2H4IN3 overall at a distorted geometry, with properties calculated with ωB97M-V with the def2-TZVPD basis set.

The geometry in XYZ format:
```
10
Properties=species:S:1:pos:R:3:forces:R:3:lowdin_spin:R:1
C 1.096060 1.024323 -0.121526 -0.3095 -1.2853 2.4918 0.423
C -1.201073 -0.381812 -0.260062 -0.8217 -0.6189 0.0291 0.021
N 0.433790 1.777452 0.573593 -2.6234 3.7652 1.2235 0.268
N -0.142671 -1.961408 1.123751 0.9047 -2.0536 1.6037 0.083
N -0.839113 -1.265597 0.413590 -0.2650 1.4359 -1.8932 0.021
I 1.306516 0.822651 -2.290164 0.2036 -0.0780 -4.1142 1.109
H 1.889193 0.436334 0.306058 0.5974 -0.1592 0.5011 0.031
H -1.675834 0.041145 -1.106921 -0.0085 0.4472 -0.0765 0.000
H -0.408557 2.452069 0.273393 2.2327 -2.0655 0.0737 0.041
H -0.458311 -2.945157 1.088288 0.0896 0.6121 0.1610 0.003
```
Forces are in eV/Å.

As for the HOMO-LUMO gap (spin up / spin down): 6.0 / 4.9 eV. Its expectation value of S² is 2.014. As for the molar mass: 197.0 g/mol. Its charge is 0. The strongest force on any atom is 4.75 eV/Å. Its spin multiplicity is 3.

=====

Below is a single C2H4INO molecule at a distorted geometry, with properties calculated with ωB97M-V with the def2-TZVPD basis set.

The geometry in XYZ format:
```
9
Properties=species:S:1:pos:R:3:forces:R:3:mulliken_charge:R:1
C 0.844837 0.563952 -0.061474 1.7626 2.6006 0.5391 -0.042
C -0.268276 1.160174 -0.470871 -1.3998 -1.8024 2.7258 -0.487
N -1.069806 -1.531838 -0.051187 -0.7089 -0.5064 -0.3225 -0.617
O 1.123449 0.291746 1.239244 -1.2059 -1.4127 -0.0659 -0.559
I -0.172086 -1.311971 1.569025 -0.0158 -0.6165 1.7747 0.608
H 1.804106 0.516159 -0.543508 -0.0748 0.0748 -1.2612 0.386
H -0.376505 1.642967 -1.361661 -0.0990 0.8448 -2.4935 0.317
H -1.216547 1.046163 0.144420 1.4378 0.5577 -0.6513 0.168
H -0.669172 -2.377354 -0.463988 0.3039 0.2600 -0.2451 0.226
```
Forces are in eV/Å.

As for the HOMO-LUMO gap: 8.4 eV. As for the molar mass: 185.0 g/mol. Its charge is 0. The strongest force on any atom is 3.55 eV/Å. Its spin multiplicity is 1.

=====

Below is a 2-piece molecular cluster, C2H4INO overall at a distorted geometry, with properties calculated with ωB97M-V with the def2-TZVPD basis set.

The geometry in XYZ format:
```
9
Properties=species:S:1:pos:R:3:forces:R:3:mulliken_charge:R:1
C 0.059137 -0.321303 1.050880 1.8673 -0.2336 1.3430 0.516
C -1.190664 -0.160155 0.992267 -4.6064 0.0866 -1.2892 -0.819
N 1.248391 -0.396986 1.044291 1.8611 0.3344 -0.9367 -0.350
O 0.729027 1.027647 -1.455638 0.4076 0.2678 0.5810 -0.587
I 0.472403 -0.484082 -2.622568 -0.0736 -0.9836 -0.5686 0.216
H -1.583003 -0.708452 0.098458 -0.0044 0.7014 0.7312 0.136
H -1.926062 0.452650 1.564497 1.2298 -0.7840 -0.2642 0.260
H 1.878247 -1.150899 1.250477 -0.3630 -0.2205 0.6004 0.267
H 0.312522 1.741580 -1.922664 -0.3184 0.8315 -0.1969 0.360
```
Forces are in eV/Å.

As for the HOMO-LUMO gap: 8.1 eV. As for the SMILES: C=C=N.OI. As for the molar mass: 185.0 g/mol. Its charge is 0. The strongest force on any atom is 4.78 eV/Å. Its spin multiplicity is 1.

=====

Below is a single C2H4INOS molecule at a distorted geometry, with properties calculated with ωB97M-V with the def2-TZVPD basis set.

The geometry in XYZ format:
```
10
Properties=species:S:1:pos:R:3:forces:R:3:mulliken_charge:R:1
C -0.840758 -1.414298 -0.322588 -0.9244 0.1291 0.7859 -0.059
C 1.543270 1.117402 0.104166 2.2512 -4.2338 4.2313 -0.577
N -0.166834 -0.412533 -0.011845 -1.6996 1.9441 0.1909 -0.288
O 1.165827 -0.289805 -0.076006 0.9295 -0.2121 -1.1235 -0.162
S -2.676430 -1.486720 -0.144866 1.1211 -0.1846 -0.2240 -0.176
I -3.491397 0.688021 0.229643 0.2812 0.0953 0.0129 0.075
H -0.549327 -2.414408 -0.555279 0.6498 -0.6441 -0.4531 0.336
H 2.650759 1.084034 0.189269 -0.7662 0.1187 -0.5103 0.242
H 1.186727 1.327388 1.096512 -0.1629 0.5209 0.5269 0.281
H 1.178165 1.800917 -0.509005 -1.6797 2.4667 -3.4370 0.328
```
Forces are in eV/Å.

As for the HOMO-LUMO gap: 8.1 eV. As for the SMILES: CO/N=C/SI. As for the molar mass: 217.0 g/mol. Its charge is 0. The strongest force on any atom is 6.40 eV/Å. Its spin multiplicity is 1.

=====

Below is C2H4INS as an isolated structure at a distorted geometry, with properties calculated with ωB97M-V with the def2-TZVPD basis set.

The geometry in XYZ format:
```
9
Properties=species:S:1:pos:R:3:forces:R:3:mulliken_charge:R:1
C 0.863743 -0.621936 -0.775630 2.6638 0.2963 -1.5823 -0.923
C -0.431319 -0.932271 -0.824156 -2.2132 1.0676 0.0470 -0.068
N -0.422239 1.860669 1.353298 0.1426 0.1552 -0.6311 -0.472
S -1.626218 0.301082 -0.902776 0.6360 -0.0837 0.0950 -0.137
I 0.907558 0.488776 1.895271 -0.5695 0.4967 0.6568 0.289
H 1.673622 -1.389727 -0.804629 -0.8331 0.5147 0.4475 0.325
H 1.229272 0.396063 -1.068647 -0.6389 -0.9614 0.5362 0.397
H -0.854915 -1.904398 -0.691359 0.3544 -0.7139 0.1785 0.331
H -1.339503 1.801742 1.818629 0.4579 -0.7714 0.2524 0.258
```
Forces are in eV/Å.

As for the HOMO-LUMO gap (spin up / spin down): 6.7 / 7.5 eV. As for the molar mass: 201.0 g/mol. Its charge is 0. The strongest force on any atom is 3.11 eV/Å. Its spin multiplicity is 1.

=====

Below is a 2-piece molecular cluster, C2H4INS overall at a distorted geometry, with properties calculated with ωB97M-V with the def2-TZVPD basis set.

The geometry in XYZ format:
```
9
Properties=species:S:1:pos:R:3:forces:R:3:lowdin_spin:R:1
C -1.056910 -0.476710 -0.444678 1.8612 0.5168 0.5220 0.000
C -1.201111 0.228806 -1.513780 -1.7064 0.2503 -3.8496 0.002
N -0.390233 -0.898282 0.497023 -0.7623 -0.7424 0.5758 0.000
S 2.712443 -0.167210 1.707759 -0.8001 -3.7392 1.5231 0.977
I 2.218339 1.986959 0.809629 -0.7683 3.1390 -1.3340 0.993
H -1.285838 1.293562 -1.581597 0.1724 0.6091 1.1014 0.000
H -1.479605 -0.071331 -2.579557 0.4856 -0.6712 1.8523 0.000
H 1.370500 -0.644425 1.791173 1.7425 0.6432 -0.2302 0.027
H -0.887584 -1.251368 1.314028 -0.2245 -0.0057 -0.1607 0.000
```
Forces are in eV/Å.

As for the HOMO-LUMO gap (spin up / spin down): 7.0 / 6.7 eV. Its expectation value of S² is 2.009. As for the molar mass: 201.0 g/mol. Its charge is 0. The strongest force on any atom is 4.22 eV/Å. Its spin multiplicity is 3.

=====

Below is C2H4InO2 as an isolated structure at a distorted geometry, with properties calculated with ωB97M-V with the def2-TZVPD basis set.

The geometry in XYZ format:
```
9
Properties=species:S:1:pos:R:3:forces:R:3:mulliken_charge:R:1
In -0.801308 -1.726301 3.595527 -0.0042 0.0707 -0.6096 0.951
O -0.665893 -0.041716 -2.073922 0.5549 0.6790 2.8128 -0.263
C -0.280551 0.636830 -1.023713 -1.9824 2.2725 -6.0437 -0.144
C 0.383364 -0.233228 0.178000 2.1801 -4.1426 4.1320 -0.184
O -0.393659 -1.143360 0.729395 0.3444 1.9837 -0.6192 -0.482
H -0.920092 1.466742 -0.707380 -1.1527 -0.9641 1.0296 0.314
H 0.596497 1.217143 -1.359320 1.2823 -0.7578 0.6596 0.256
H 0.782928 0.499150 0.889625 -0.8413 0.9831 -0.1854 0.272
H 1.298718 -0.675256 -0.228215 -0.3812 -0.1246 -1.1760 0.280
```
Forces are in eV/Å.

As for the HOMO-LUMO gap: 6.7 eV. As for the molar mass: 174.9 g/mol. Its charge is +1. The strongest force on any atom is 6.75 eV/Å. Its spin multiplicity is 1.

=====

Below is C2H4LiOTl as an isolated structure at a distorted geometry, with properties calculated with ωB97M-V with the def2-TZVPD basis set.

The geometry in XYZ format:
```
9
Properties=species:S:1:pos:R:3:forces:R:3:mulliken_charge:R:1
O -1.082528 -0.344964 -0.348345 -1.8912 1.2840 -1.2837 -0.721
Li -2.797932 -0.680234 -0.677235 0.6658 -0.1719 0.1877 0.799
C -0.446815 0.813071 -0.205210 1.7899 1.1885 0.5392 0.223
C 0.880722 0.978739 -0.429672 -1.1624 0.2896 -0.4292 -0.738
H -0.990374 1.607075 0.334485 0.0573 -0.0543 -0.5129 0.284
H 1.482163 0.171630 -0.862846 -0.1566 0.4148 0.1598 0.181
H 1.339440 1.955361 -0.272710 -0.0808 -0.4108 0.1050 0.231
H 2.135861 -1.439125 1.246627 -0.7521 0.1251 -0.3681 -0.239
Tl 0.177890 -1.816665 0.687299 1.5301 -2.6650 1.6021 -0.020
```
Forces are in eV/Å.

As for the HOMO-LUMO gap: 4.6 eV. As for the molar mass: 255.4 g/mol. Its charge is 0. The strongest force on any atom is 3.47 eV/Å. Its spin multiplicity is 1.

=====

Below is a 2-piece molecular cluster, C2H4N2 overall at a distorted geometry, with properties calculated with ωB97M-V with the def2-TZVPD basis set.

The geometry in XYZ format:
```
8
Properties=species:S:1:pos:R:3:forces:R:3:mulliken_charge:R:1
C 0.784366 -0.048061 -1.275484 -3.2045 -0.8737 4.2040 0.208
C -0.285627 -0.138449 -0.137366 -1.8755 -3.5053 -2.8514 -0.268
N 1.386385 0.138429 -2.208682 1.8090 0.3381 -2.3426 -0.348
N 0.052564 0.587645 1.010065 2.3599 -1.2248 1.0984 -0.572
H -1.211885 0.224978 -0.771215 1.5578 -0.5341 1.8712 0.242
H -0.633421 -1.514851 0.219782 1.2351 3.9049 -1.6514 0.219
H 0.634969 -0.078889 1.599640 -0.7982 1.5995 -0.8125 0.270
H -0.727351 0.829198 1.563260 -1.0837 0.2954 0.4843 0.248
```
Forces are in eV/Å.

As for the HOMO-LUMO gap: 10.7 eV. As for the molar mass: 56.1 g/mol. Its charge is 0. The strongest force on any atom is 5.36 eV/Å. Its spin multiplicity is 1.

=====

Below is a single C2H4N2 molecule at a distorted geometry, with properties calculated with ωB97M-V with the def2-TZVPD basis set.

The geometry in XYZ format:
```
8
Properties=species:S:1:pos:R:3:forces:R:3:mulliken_charge:R:1
C 0.782402 1.646156 0.969798 0.5155 -0.5451 0.0087 -0.410
C 0.637313 0.505845 0.607534 -1.5781 -2.8761 -1.7480 0.014
N -0.920461 -0.693510 -0.854798 0.4576 1.1610 0.5329 -0.498
N 0.222796 -0.883723 0.072126 0.7752 3.1380 0.8599 -0.242
H 1.117889 2.614561 1.288367 -0.3328 -0.3048 -0.0515 0.386
H -1.643827 -0.530183 -0.188469 -1.0120 0.1605 0.1255 0.233
H -1.155858 -1.556813 -1.321242 0.4181 -0.5515 0.2881 0.242
H 0.959744 -1.102334 -0.573317 0.7564 -0.1819 -0.0157 0.276
```
Forces are in eV/Å.

As for the HOMO-LUMO gap: 10.0 eV. As for the SMILES: C#CNN. As for the molar mass: 56.1 g/mol. Its charge is 0. The strongest force on any atom is 3.72 eV/Å. Its spin multiplicity is 1.

=====

Below is a single C2H4N2 molecule at a distorted geometry, with properties calculated with ωB97M-V with the def2-TZVPD basis set.

The geometry in XYZ format:
```
8
Properties=species:S:1:pos:R:3:forces:R:3:mulliken_charge:R:1
C -1.568531 -0.016970 -0.081022 -1.0114 -1.4313 -0.8031 0.383
C 1.073527 -0.288165 0.053496 -2.0261 4.7681 -2.4762 -0.696
N -2.647220 -0.450542 -0.139259 1.0028 0.3511 0.3784 -0.442
N -0.357737 0.529847 -0.221946 2.4228 0.3317 1.4280 -0.408
H 1.920240 0.500061 -0.084045 -1.7360 -1.4408 0.7866 0.271
H 0.962251 -0.803321 0.933401 0.2863 -1.1887 1.9867 0.318
H 1.010676 -0.815872 -0.838268 0.5788 -1.7380 -1.1509 0.322
H -0.393209 1.344960 0.377646 0.4827 0.3479 -0.1496 0.253
```
Forces are in eV/Å.

As for the HOMO-LUMO gap: 10.5 eV. As for the SMILES: CNC#N. As for the molar mass: 56.1 g/mol. Its charge is 0. The strongest force on any atom is 5.74 eV/Å. Its spin multiplicity is 1.